{
  "formula": "C3H9OSi",
  "method": "ωB97M-V with the def2-TZVPD basis set",
  "charge": 1,
  "total_energy_ha": -483.9641,
  "homo_ev": [-14.532, -16.220],
  "spin_multiplicity": 3,
  "lumo_ev": [-3.67, -8.88],
  "gap_ev": [10.9, 7.3],
  "species": ["Si", "O", "C", "C", "C", "H", "H", "H", "H", "H", "H", "H", "H", "H"],
  "xyz": [[-0.556801, 0.313134, 0.006424], [0.018920, -0.491765, -1.313028], [0.423588, 1.554775, 1.126417], [-1.250757, -1.360864, 0.683554], [1.618768, -0.439041, -2.011975], [-0.551352, -1.971580, 1.271947], [-1.770652, 0.629455, -0.633891], [0.042310, 1.871741, 2.107307], [0.437186, 2.499396, 0.547593], [2.028431, 0.456296, -1.633751], [-1.964782, -1.127559, 1.495241], [1.640963, -1.155054, -2.902602], [-1.637616, -2.061883, -0.064001], [1.521794, 1.282949, 1.320764]],
  "forces_ev_per_a": [[1.849, 0.208, 1.324], [3.638, 0.378, -1.397], [1.136, -0.302, -0.781], [-0.435, -2.308, 1.887], [-3.602, -2.123, 0.238], [0.846, 0.551, -0.544], [-1.579, 0.920, -0.442], [-0.455, -0.652, -0.320], [0.078, -0.365, 0.035], [0.656, 0.690, -0.189], [-0.312, 0.650, -0.811], [-0.043, 1.486, 1.574], [-0.198, 0.785, -0.065], [-1.580, 0.081, -0.510]],
  "mulliken_spin": [0.087, 0.426, -0.012, 0.367, 0.931, 0.000, 0.121, 0.000, 0.006, 0.048, 0.016, 0.018, -0.007, -0.001]
}


{
  "formula": "C3H9NO3",
  "method": "ωB97M-V with the def2-TZVPD basis set",
  "charge": 0,
  "total_energy_ha": -400.0442,
  "homo_ev": -9.379,
  "lumo_ev": 0.73,
  "smiles": "COO[C@](C)(N)O",
  "gap_ev": 10.1,
  "species": ["O", "O", "O", "N", "C", "C", "C", "H", "H", "H", "H", "H", "H", "H", "H", "H"],
  "xyz": [[0.941316, -0.750303, 1.074454], [-0.577496, -0.660594, 0.486908], [0.160559, 0.348937, -1.455979], [-2.130577, 0.429789, -0.513726], [1.699770, -1.682089, 0.363805], [-0.120180, 1.762835, 0.420743], [-0.481464, 0.471174, -0.265412], [0.960977, 1.813585, 0.519966], [-2.631002, 0.603480, 0.352468], [-0.574351, 1.790826, 1.406607], [1.233502, -2.674735, 0.354054], [2.656175, -1.753887, 0.892106], [-2.421230, -0.478033, -0.869135], [1.905637, -1.365613, -0.669568], [-0.152974, -0.446488, -1.907481], [-0.468663, 2.591118, -0.189809]],
  "forces_ev_per_a": [[-1.832, 0.137, -0.082], [4.131, -0.905, 1.374], [0.334, -0.125, -0.210], [2.046, 1.156, -0.486], [-0.130, -0.418, -0.612], [0.145, -0.342, -0.154], [-5.068, 0.238, -0.516], [0.014, 0.043, 0.049], [0.288, -0.100, 0.020], [-0.029, 0.032, 0.027], [0.045, 0.094, 0.048], [-0.136, 0.077, 0.086], [0.295, 0.034, 0.162], [-0.073, -0.022, 0.205], [0.010, 0.094, 0.084], [-0.040, 0.007, 0.004]],
  "nbo_charge": [-0.338, -0.299, -0.698, -0.860, -0.270, -0.665, 0.680, 0.238, 0.362, 0.226, 0.176, 0.204, 0.356, 0.171, 0.481, 0.235]
}


{
  "formula": "C3H4ClNOS",
  "method": "ωB97M-V with the def2-TZVPD basis set",
  "charge": 0,
  "total_energy_ha": -1104.8592,
  "homo_ev": -8.334,
  "lumo_ev": 0.05,
  "smiles": "O/N=C\\S/C=C/Cl",
  "gap_ev": 8.4,
  "species": ["Cl", "S", "O", "N", "C", "C", "C", "H", "H", "H", "H"],
  "xyz": [[2.286377, -2.004568, -2.598721], [0.308887, 0.424857, 0.373606], [-1.306682, 2.031780, 1.497700], [-2.167272, 0.853201, 1.330494], [0.746163, -0.804731, -0.702789], [-1.341108, 0.060108, 0.719664], [2.073973, -0.601763, -1.445588], [2.842654, 0.449060, -1.421213], [-1.789007, 1.979198, 2.606377], [-1.756668, -0.715666, 0.219109], [0.102682, -1.671476, -0.578639]],
  "forces_ev_per_a": [[0.576, 1.702, 1.039], [0.240, 1.794, 1.044], [-3.932, -0.395, 6.972], [2.945, -0.702, -2.303], [5.951, 1.250, -2.550], [-0.958, 2.150, 0.805], [-4.455, -0.348, 1.901], [-2.698, -3.708, -0.205], [2.863, 1.597, -4.580], [-1.179, -2.933, -1.034], [0.646, -0.407, -1.088]],
  "nbo_charge": [-0.036, 0.403, -0.594, -0.161, -0.427, -0.140, -0.261, 0.286, 0.497, 0.192, 0.240]
}


{
  "formula": "C23H28BCsN8O4",
  "method": "ωB97M-V with the def2-TZVPD basis set",
  "charge": -2,
  "total_energy_ha": -1677.4223,
  "homo_ev": -2.553,
  "lumo_ev": 3.86,
  "gap_ev": 6.4,
  "species": ["Cs", "O", "O", "O", "O", "N", "N", "N", "N", "N", "N", "N", "N", "C", "C", "C", "C", "C", "C", "C", "C", "C", "C", "C", "C", "C", "C", "C", "C", "C", "C", "C", "C", "C", "C", "C", "B", "H", "H", "H", "H", "H", "H", "H", "H", "H", "H", "H", "H", "H", "H", "H", "H", "H", "H", "H", "H", "H", "H", "H", "H", "H", "H", "H", "H"],
  "xyz": [[-0.991838, -0.864021, 0.500258], [3.355652, 0.959866, -3.351764], [3.131089, 3.134580, -3.039038], [-2.740779, 0.177088, 2.530849], [4.807931, 3.190612, -0.944461], [-2.769660, -3.018097, -1.117145], [0.342554, 2.343141, -2.517063], [-0.817711, 3.209640, 4.718355], [-2.490244, -3.610351, -2.286417], [-1.673820, 2.758881, -1.691188], [-1.822979, 2.739641, 2.854040], [0.067728, -3.997780, -2.047163], [0.764187, -3.314405, -1.127336], [0.528365, -5.285428, -2.136590], [-2.224838, -0.114955, 3.668489], [3.628004, 2.019676, -2.789881], [-4.586997, -4.197083, -1.797429], [-3.987671, -3.373199, -0.773145], [-0.851841, 4.340962, 3.914694], [-1.511554, 2.276376, 4.092723], [-0.120809, 4.712541, -1.923088], [1.524619, -5.454803, -1.216747], [-2.262442, -1.414527, 4.230551], [-1.257821, 0.589077, 5.804359], [-3.566512, -4.365627, -2.746009], [-1.372725, -0.686446, 6.374901], [-1.580125, 1.408823, -1.998380], [5.827746, 1.280637, -1.830823], [-1.799879, -1.751798, 5.506341], [4.497062, 1.870472, -1.482096], [-0.516251, 3.251877, -2.024413], [-1.727389, 0.895264, 4.557118], [-0.306861, 1.150021, -2.573988], [-1.527321, 4.060273, 2.741693], [1.662766, -4.155985, -0.614594], [3.587241, 1.043965, -0.554790], [-1.076669, -3.378356, -2.934531], [2.678905, 1.627666, -0.444012], [6.524349, 1.050651, -1.018838], [-3.496604, -4.699220, -3.714617], [-0.801965, 5.351635, -2.444554], [5.651133, 0.324697, -2.338285], [4.013408, 0.982537, 0.450911], [-1.112369, -0.817529, 7.457280], [4.183253, 3.796482, -1.377252], [-0.887799, -2.212240, -3.113685], [-0.336692, 5.249000, 4.193101], [-2.296277, 2.123800, 2.208970], [-1.109366, -4.029495, -4.015658], [-2.531452, -2.157900, 3.525876], [2.108142, -6.359075, -1.034612], [3.489717, 0.063840, -0.913946], [-1.903566, -2.776827, 5.917865], [0.128741, 0.241572, -2.910690], [-1.770460, 4.636830, 1.860798], [-0.915451, 1.397333, 6.430914], [2.290130, -3.849767, 0.220690], [-5.604464, -4.660254, -1.914259], [-0.155982, 5.179288, -0.891703], [-2.398825, 0.694141, -1.768095], [0.887096, 4.862660, -2.314859], [1.310963, 2.552002, -2.726919], [6.280067, 1.959231, -2.570238], [0.087628, -5.896105, -2.891341], [-4.452477, -3.065528, 0.160865]],
  "forces_ev_per_a": [[0.161, -0.252, -0.209], [0.131, -0.795, -0.608], [-0.258, 1.509, 0.210], [0.379, -0.186, -0.467], [-0.573, -0.604, 0.147], [0.293, -0.277, 0.051], [-0.359, -0.116, -0.138], [-0.274, 1.039, 0.554], [-0.625, -0.533, -0.314], [-0.466, -1.063, 0.046], [-1.510, -0.926, -0.241], [0.180, -0.602, -0.401], [0.125, -0.132, 0.344], [-0.643, 1.461, 0.078], [-0.874, 0.901, 1.217], [0.018, -0.849, 0.905], [0.100, -0.576, -0.436], [-1.586, -0.985, -0.903], [-0.221, -0.739, -0.210], [1.143, 0.420, -0.729], [0.323, 0.109, 1.321], [0.811, 0.447, 0.582], [1.146, -0.325, 0.396], [-0.571, -0.870, 1.610], [0.831, 2.950, 3.498], [0.178, -0.795, -0.482], [1.155, -0.371, -0.678], [0.271, -1.011, -0.958], [-0.393, 1.325, 1.125], [-0.172, 1.252, -0.179], [0.552, 1.873, 0.463], [0.693, 0.480, -1.235], [-2.234, 0.265, 1.562], [0.971, 0.158, 0.651], [-0.672, -0.853, -0.216], [1.349, 1.948, 1.087], [-0.123, -0.954, -0.691], [-0.510, -0.385, -0.116], [-0.227, 0.475, 0.226], [-0.089, -1.170, -1.843], [-0.495, 0.169, -0.794], [0.013, 0.114, -0.060], [0.203, 0.076, 0.036], [-0.172, -0.146, -1.253], [-0.055, -0.261, -0.184], [0.079, 0.249, 0.105], [-0.161, -0.047, 0.053], [-0.310, -0.065, -0.122], [0.087, 0.420, 0.669], [-0.568, -0.962, -0.387], [-0.218, 0.450, -0.029], [-0.627, -1.198, -0.732], [0.167, 0.671, -0.524], [0.364, -0.394, -0.229], [0.146, -0.121, 0.118], [0.184, 0.196, -0.022], [-0.053, -0.039, -0.392], [1.223, 0.744, 0.532], [0.176, -1.087, -0.747], [0.689, 0.710, -0.505], [-0.069, -0.045, -0.006], [0.574, -0.015, -0.522], [0.199, -0.249, 0.367], [-0.061, -0.512, -0.145], [0.254, 0.100, -0.244]],
  "nbo_charge": [0.958, -0.751, -0.820, -0.849, -0.769, -0.310, -0.517, -0.512, -0.308, -0.502, -0.520, -0.313, -0.292, -0.048, 0.388, 0.743, -0.384, -0.081, -0.116, 0.350, -0.653, -0.383, -0.351, -0.159, -0.059, -0.321, -0.155, -0.619, -0.203, 0.137, 0.338, -0.217, -0.112, -0.128, -0.088, -0.620, 0.212, 0.209, 0.189, 0.206, 0.212, 0.221, 0.190, 0.191, 0.489, -0.056, 0.188, 0.452, -0.085, 0.194, 0.206, 0.227, 0.193, 0.243, 0.214, 0.217, 0.191, 0.208, 0.215, 0.200, 0.236, 0.469, 0.207, 0.207, 0.197]
}


{
  "formula": "C12H17N",
  "method": "ωB97M-V with the def2-TZVPD basis set",
  "charge": 0,
  "total_energy_ha": -522.1127,
  "homo_ev": -8.137,
  "lumo_ev": 0.91,
  "smiles": "Cc1c[nH]c2ccccc12.CCC",
  "gap_ev": 9.0,
  "species": ["N", "C", "C", "C", "C", "C", "C", "C", "C", "C", "C", "C", "C", "H", "H", "H", "H", "H", "H", "H", "H", "H", "H", "H", "H", "H", "H", "H", "H", "H"],
  "xyz": [[3.185786, -0.946073, 0.013420], [2.374543, -0.386097, -1.100053], [-2.686178, -0.376908, 0.670990], [1.579054, 0.697744, -0.541192], [-2.013290, -1.236023, 1.782460], [1.739460, 0.613978, 0.934849], [2.664364, -0.288681, 1.182464], [1.148066, 1.409156, -2.826259], [0.905257, 1.318777, 1.864575], [1.773607, 0.332694, -3.419298], [0.985811, 1.541933, -1.491513], [2.416376, -0.545814, -2.484573], [-4.196468, -0.783296, 0.663016], [0.716414, 2.198774, -3.562526], [-0.823366, -1.145621, 1.855771], [-4.707140, -0.320436, 1.533083], [1.712584, -0.045862, -4.523383], [0.902997, 0.849543, 2.853490], [-2.599022, -0.944890, 2.642294], [3.133992, -1.948823, -0.039544], [1.233900, 2.424952, 1.932893], [-0.031800, 1.545688, 1.323787], [-2.508554, 0.672560, 0.799732], [-4.076222, -1.850368, 0.951584], [3.018518, -0.511838, 2.114796], [-4.666962, -0.526798, -0.201568], [-2.273346, -2.348751, 1.521715], [-2.459580, -0.482433, -0.358047], [0.331233, 2.346746, -1.118298], [3.219962, -1.263829, -2.974660]],
  "forces_ev_per_a": [[-1.915, 1.426, -1.793], [0.310, 1.962, 1.584], [-1.078, -0.436, 0.433], [1.181, -2.086, -1.153], [1.498, -1.239, -2.285], [-0.400, 0.332, -2.811], [0.274, -1.356, -2.552], [-1.416, 1.471, -3.980], [-0.196, 3.609, 0.208], [0.721, -2.612, 0.609], [-0.798, 1.036, 3.064], [2.422, -1.413, -1.888], [2.429, -0.316, 4.371], [0.461, -1.364, 1.631], [-2.791, 0.005, 0.134], [0.040, -0.153, -0.511], [0.353, 1.470, 2.173], [-0.620, 0.335, -0.259], [0.553, -0.190, 0.812], [0.389, -0.364, 0.590], [0.033, -1.509, 0.458], [-0.318, -0.910, 0.982], [-0.141, 0.747, 0.639], [-1.122, 0.382, -0.959], [0.930, -0.919, 2.137], [-1.446, 0.213, -2.433], [0.732, 1.910, 0.720], [1.373, -0.914, -0.942], [0.530, -0.159, -0.256], [-1.988, 1.040, 1.277]],
  "nbo_charge": [-0.572, 0.136, -0.403, -0.068, -0.615, -0.068, -0.018, -0.230, -0.643, -0.220, -0.216, -0.244, -0.598, 0.214, 0.219, 0.192, 0.234, 0.232, 0.208, 0.391, 0.217, 0.232, 0.191, 0.203, 0.200, 0.205, 0.198, 0.200, 0.210, 0.214]
}